Entry 1:
A 2-piece molecular cluster, C19H19N2O3P overall in a non-equilibrium geometry. Source: the Open Molecules 2025 dataset; level of theory: ωB97M-V/def2-TZVPD.

Last column: Löwdin charge in e.
Atoms and positions in Å:
1 P -0.63 -0.87 0.74  0.538
2 O -1.54 -1.44 1.64  -0.172
3 O -0.67 -1.55 -0.65  -0.076
4 O 0.97 -1.45 1.17  -0.122
5 N -0.38 0.86 0.59  0.071
6 N -3.05 1.88 -1.43  0.081
7 C -1.61 0.00 -5.10  -0.019
8 C -0.92 1.38 -0.49  -0.449
9 C 0.62 0.08 -4.06  -0.209
10 C -0.56 -0.03 -4.05  -0.383
11 C -1.12 -0.78 -2.95  0.097
12 C 1.21 -1.54 2.55  -0.291
13 C 2.24 -1.72 4.86  -0.092
14 C 0.67 -0.70 3.55  -0.067
15 C 0.72 0.19 5.70  -0.046
16 C -2.38 1.12 -0.63  -0.039
17 C -2.50 2.73 -2.23  -0.275
18 C 1.25 -0.68 4.58  -0.316
19 C -0.31 -0.78 -1.79  -0.308
20 C 2.21 -2.30 2.83  -0.101
21 C 0.99 -0.74 -1.88  -0.005
22 C -1.37 3.16 -2.04  -0.073
23 C 1.41 -0.05 -3.06  -0.049
24 C 2.66 -2.55 4.05  -0.175
25 C -0.56 2.43 -1.03  -0.025
26 H -2.89 0.46 0.05  0.124
27 H 1.80 -0.96 -1.26  0.113
28 H -0.81 3.83 -2.75  0.131
29 H 2.40 -1.82 6.03  0.149
30 H -0.38 0.03 5.83  0.091
31 H 0.68 2.89 -1.03  0.206
32 H -0.85 0.90 -5.99  0.188
33 H 0.52 0.81 0.57  0.023
34 H 0.22 0.16 3.13  0.128
35 H 1.16 1.22 5.63  0.084
36 H 2.56 -0.04 -3.17  0.148
37 H 1.04 0.02 6.85  0.111
38 H -2.57 0.51 -4.75  0.087
39 H 2.56 -3.27 2.02  0.206
40 H 1.18 0.67 -5.00  0.187
41 H -3.30 3.28 -2.82  0.139
42 H -1.87 -0.83 -5.73  0.050
43 H 3.43 -3.56 4.40  0.208
44 H -2.20 -0.91 -2.87  0.132

Results
* Kohn-Sham gap: 8.95 eV
* relative energy (zero: lowest compared OMol25 entry of this formula, charge and spin): 1441.8 kJ/mol

***

Entry 2:
C22H34ClO18S as an isolated structure in a non-equilibrium geometry. Source: the Open Molecules 2025 dataset; level of theory: ωB97M-V/def2-TZVPD.

Last column: Löwdin charge in e.
Atoms and positions in Å:
1 Cl -2.59 -0.97 -1.65  0.620
2 S -3.38 1.73 -0.62  1.097
3 O -4.10 2.34 1.37  -0.059
4 O 2.38 -5.19 -1.47  0.042
5 O 4.26 -4.23 -0.65  0.159
6 O 1.51 6.37 -0.54  0.056
7 O -3.29 1.25 3.16  0.076
8 O 1.33 -1.22 0.80  0.027
9 O 2.64 6.47 -2.49  0.172
10 O 2.62 0.19 2.00  0.160
11 O 4.31 -5.33 -2.61  0.077
12 O 4.24 -7.39 4.22  0.169
13 O 2.91 -2.04 2.18  0.057
14 O -4.17 1.66 -3.92  0.131
15 O -5.23 3.60 -3.47  0.039
16 O -5.24 2.31 3.31  0.093
17 O 3.49 5.34 -0.73  0.062
18 O -4.40 3.23 -5.52  0.084
19 O 4.50 -5.66 2.80  0.051
20 O 5.60 -5.67 4.75  0.066
21 C -4.21 2.00 2.52  -0.535
22 C 3.39 -6.22 -3.25  -0.113
23 C -4.56 2.73 -4.28  -0.565
24 C 5.08 -4.36 2.95  -0.135
25 C 6.14 -4.59 3.99  -0.114
26 C 1.43 -2.63 0.53  -0.114
27 C -5.12 1.54 4.52  -0.097
28 C -2.03 0.51 -0.73  -0.781
29 C 2.13 -3.16 1.75  -0.120
30 C -0.80 1.07 -1.53  -0.292
31 C -4.98 1.01 -0.97  -0.271
32 C 0.40 1.48 -0.61  -0.079
33 C 3.14 5.30 0.66  -0.120
34 C 2.06 -5.73 -2.75  -0.118
35 C -5.33 4.84 -4.17  -0.108
36 C -5.20 4.42 -5.61  -0.104
37 C 1.66 5.58 0.63  -0.132
38 C 2.32 -0.92 1.69  -0.553
39 C 4.73 -6.35 3.95  -0.559
40 C 2.56 6.10 -1.36  -0.562
41 C 3.71 -4.86 -1.49  -0.550
42 C -3.65 1.24 4.55  -0.097
43 H 1.07 4.67 0.52  0.118
44 H 4.31 -3.67 3.28  0.114
45 H -5.43 0.52 -0.10  0.076
46 H 0.45 -3.07 0.39  0.137
47 H 0.15 1.57 0.45  0.081
48 H 3.61 -7.24 -2.95  0.138
49 H -0.45 0.26 -2.20  0.091
50 H 2.02 -2.77 -0.37  0.119
51 H -1.14 1.88 -2.19  0.096
52 H 7.10 -4.90 3.56  0.135
53 H -5.73 0.64 4.42  0.139
54 H -4.71 5.16 -6.23  0.140
55 H -4.99 0.32 -1.83  0.036
56 H -3.07 2.01 5.07  0.141
57 H 1.43 -3.43 2.55  0.142
58 H -1.72 0.19 0.28  0.087
59 H -5.65 1.86 -1.23  0.077
60 H 6.31 -3.72 4.62  0.135
61 H 1.32 6.11 1.51  0.133
62 H 1.64 -4.94 -3.37  0.134
63 H -6.27 5.34 -3.96  0.138
64 H -3.14 2.61 -1.64  0.038
65 H 3.49 -6.15 -4.34  0.137
66 H -6.16 4.16 -6.06  0.139
67 H -5.46 2.10 5.38  0.142
68 H 3.71 6.07 1.19  0.136
69 H 2.76 -4.02 1.53  0.113
70 H 1.16 0.70 -0.72  0.068
71 H 0.84 2.40 -1.04  0.076
72 H 5.50 -4.01 2.00  0.136
73 H 1.33 -6.54 -2.66  0.136
74 H -4.51 5.49 -3.85  0.137
75 H -3.42 0.27 5.01  0.140
76 H 3.38 4.33 1.09  0.134

Results
* Kohn-Sham gap: 10.01 eV
* total charge: +1
* relative energy (zero: lowest compared OMol25 entry of this formula, charge and spin): 0.0 kJ/mol

***

Entry 3:
A 11-piece molecular cluster, C47H49Cl4N9 overall in a non-equilibrium geometry. Source: the Open Molecules 2025 dataset; level of theory: ωB97M-V/def2-TZVPD.

Last column: Löwdin charge in e.
Atoms and positions in Å:
1 Cl -5.53 2.81 4.54  0.444
2 Cl -0.89 5.84 -2.73  0.508
3 Cl -0.46 3.05 -3.80  0.502
4 Cl -3.44 2.29 2.61  0.570
5 N 4.92 1.28 -0.28  0.077
6 N -2.28 -3.32 1.87  0.067
7 N 3.86 5.81 0.15  0.063
8 N 2.71 -3.71 -2.52  0.069
9 N -4.95 -0.59 1.00  0.057
10 N 0.91 -0.31 5.89  0.049
11 N 2.97 4.18 4.14  0.058
12 N -0.53 -1.06 -7.14  0.055
13 N 0.69 1.80 0.10  0.064
14 C -0.73 -1.47 4.51  -0.061
15 C 2.85 5.65 -2.44  -0.066
16 C -1.45 -0.11 -5.09  -0.101
17 C -2.11 -4.55 2.43  -0.137
18 C 4.80 0.00 0.16  -0.148
19 C -2.45 -5.69 1.70  -0.066
20 C -0.56 -2.28 -6.51  -0.136
21 C -1.30 0.20 -1.04  -0.067
22 C 3.83 1.54 3.66  -0.106
23 C -0.80 -0.34 3.69  -0.079
24 C 4.76 1.51 -1.61  -0.176
25 C 0.05 0.14 -1.54  -0.047
26 C -0.74 4.10 -2.35  -0.966
27 C 2.55 3.48 3.07  -0.146
28 C 0.02 0.77 3.95  -0.055
29 C 4.40 -0.76 -2.06  -0.078
30 C 4.54 -1.06 -0.69  -0.062
31 C -2.92 -5.58 0.37  -0.086
32 C 4.57 0.53 -2.53  -0.092
33 C -7.15 -0.77 2.03  -0.053
34 C 2.86 -4.98 -3.07  -0.112
35 C 0.68 -5.73 -2.37  -0.076
36 C -2.87 -4.37 -0.28  -0.091
37 C 3.27 6.90 -1.95  -0.072
38 C 1.88 -5.98 -2.98  -0.093
39 C -6.87 -1.53 -0.25  -0.074
40 C 3.76 3.53 4.99  -0.159
41 C -2.61 -3.23 0.54  -0.124
42 C 1.55 -3.55 -1.81  -0.137
43 C 0.82 0.72 5.09  -0.172
44 C 2.97 2.15 2.78  -0.092
45 C 1.02 1.00 -0.93  -0.122
46 C -3.86 2.08 4.31  -0.943
47 C -0.97 0.01 -6.38  -0.127
48 C -7.69 -1.31 0.84  -0.080
49 C 0.15 -1.40 5.61  -0.131
50 C 0.50 -4.45 -1.81  -0.068
51 C 3.75 6.93 -0.63  -0.136
52 C 3.44 4.62 -0.32  -0.161
53 C -1.07 -2.47 -5.24  -0.080
54 C 4.27 2.22 4.80  -0.061
55 C -1.60 0.99 0.07  -0.090
56 C -5.79 -0.41 2.07  -0.138
57 C -0.57 1.76 0.61  -0.163
58 C -1.49 -1.37 -4.50  -0.097
59 C 2.99 4.50 -1.60  -0.097
60 C -5.48 -1.22 -0.12  -0.118
61 H 0.29 -0.52 -2.36  0.080
62 H -1.71 3.78 -1.94  0.018
63 H -0.08 -6.50 -2.27  0.104
64 H 3.61 3.73 0.26  0.080
65 H -1.36 -2.31 4.24  0.068
66 H 2.51 5.58 -3.47  0.093
67 H 2.06 0.96 -1.23  0.079
68 H -3.97 1.01 4.50  0.012
69 H -0.16 -2.99 -7.22  0.097
70 H 3.93 4.09 5.90  0.095
71 H -1.76 0.73 -4.48  0.052
72 H 4.12 0.52 3.46  0.095
73 H -0.32 -4.34 -1.11  0.075
74 H -3.12 2.54 4.97  0.039
75 H -2.36 -6.67 2.14  0.096
76 H 4.83 1.68 5.54  0.097
77 H 0.05 3.91 -1.62  -0.001
78 H -7.76 -0.59 2.90  0.098
79 H -0.77 2.40 1.46  0.066
80 H 3.80 -5.25 -3.52  0.098
81 H 0.07 1.62 3.28  0.068
82 H 4.14 -1.50 -2.81  0.081
83 H 4.55 -2.09 -0.36  0.097
84 H -7.24 -1.95 -1.17  0.096
85 H -1.01 0.97 -6.88  0.098
86 H -3.30 -4.28 -1.27  0.099
87 H 4.02 7.90 -0.23  0.094
88 H 4.97 2.51 -1.99  0.097
89 H 2.52 1.70 1.91  0.070
90 H -1.92 -1.51 -3.52  0.087
91 H 1.40 1.53 5.51  0.099
92 H -4.84 -1.48 -0.96  0.081
93 H -2.10 -0.39 -1.45  0.077
94 H 4.43 0.74 -3.58  0.107
95 H 1.39 -2.58 -1.36  0.085
96 H -5.34 -0.03 2.98  0.065
97 H 2.11 -6.95 -3.38  0.100
98 H 1.84 3.95 2.41  0.093
99 H 3.34 7.82 -2.52  0.094
100 H -8.73 -1.59 0.79  0.101
101 H 2.72 3.53 -2.00  0.077
102 H 4.92 -0.16 1.22  0.088
103 H -2.77 -2.26 0.11  0.063
104 H -3.41 -6.34 -0.23  0.103
105 H -1.03 -3.42 -4.72  0.092
106 H -2.60 0.97 0.47  0.037
107 H -1.42 -0.34 2.81  0.082
108 H -1.95 -4.68 3.48  0.099
109 H 0.23 -2.22 6.31  0.092

Results
* structure (SMILES): c1ccncc1.c1ccncc1.c1ccncc1.c1ccncc1.c1ccncc1.c1ccncc1.c1ccncc1.c1ccncc1.c1ccncc1.ClCCl.ClCCl
* Kohn-Sham gap: 9.18 eV
* relative energy (zero: lowest compared OMol25 entry of this formula, charge and spin): 176.4 kJ/mol

***

Entry 4:
C33H57FN2NiO2Si as an isolated structure in a non-equilibrium geometry. Source: the Open Molecules 2025 dataset; level of theory: ωB97M-V/def2-TZVPD.

Last column: Löwdin charge in e.
Atoms and positions in Å:
1 Ni -0.76 -0.98 0.47  0.574
2 Si -2.03 0.75 -1.40  0.421
3 F 1.73 -0.39 1.77  -0.106
4 O 1.67 2.58 -3.16  -0.204
5 O 1.22 3.17 -0.33  -0.202
6 N -1.52 -1.15 2.15  0.011
7 N -0.53 -2.78 0.17  -0.006
8 C -2.70 2.52 -1.42  -0.177
9 C -0.26 -0.67 4.20  -0.219
10 C 1.03 4.19 0.67  -0.265
11 C -2.81 1.48 2.31  -0.032
12 C -1.17 -0.24 3.21  -0.187
13 C 0.03 0.18 5.26  -0.042
14 C 2.40 -5.07 -0.06  -0.050
15 C -2.58 -3.15 1.37  -0.027
16 C -0.44 0.68 -0.37  -0.311
17 C 0.55 3.33 -3.62  -0.269
18 C -3.46 -0.35 -0.82  -0.182
19 C 1.34 3.81 2.11  -0.078
20 C 3.63 3.53 -0.79  -0.077
21 C 0.65 -3.42 -0.31  -0.182
22 C 2.12 1.49 -3.96  -0.269
23 C 2.90 -4.74 -1.31  -0.076
24 C 0.76 -4.82 1.80  -0.029
25 C 2.28 -3.75 -2.08  -0.047
26 C 0.94 4.52 -4.48  -0.071
27 C -1.79 0.25 -3.20  -0.178
28 C -3.22 -2.18 3.59  -0.003
29 C 0.41 -2.00 4.10  -0.048
30 C -1.79 1.03 3.31  -0.208
31 C 1.16 -3.09 -1.59  -0.205
32 C -1.67 -3.49 0.36  -0.324
33 C -1.92 -4.71 -0.48  -0.008
34 C 1.27 -4.43 0.46  -0.210
35 C 0.45 -2.09 -2.46  -0.052
36 C 2.54 2.58 -0.35  -0.270
37 C 3.61 1.59 -4.19  -0.071
38 C -0.56 1.44 5.35  -0.076
39 C -1.45 1.86 4.37  -0.053
40 C -2.41 -2.14 2.33  -0.307
41 H 0.38 -1.12 -1.96  0.037
42 H -3.43 -3.82 1.52  0.110
43 H -0.57 -2.43 -2.70  0.078
44 H 1.16 -2.00 3.30  0.069
45 H 3.78 -5.25 -1.69  0.101
46 H -0.83 0.56 -3.62  0.013
47 H 3.96 0.67 -4.67  0.074
48 H -0.25 -5.25 1.77  0.078
49 H 2.86 -5.84 0.55  0.108
50 H -0.14 2.68 -4.18  0.104
51 H 0.47 0.75 -0.97  0.000
52 H 3.46 3.81 -1.84  0.068
53 H 2.41 3.94 2.30  0.070
54 H 0.74 -3.98 2.51  0.056
55 H -3.45 0.66 1.98  0.061
56 H 4.15 1.72 -3.25  0.070
57 H -2.05 3.18 -2.02  0.015
58 H 1.00 -1.96 -3.39  0.084
59 H 1.58 1.48 -4.92  0.122
60 H -4.01 -2.93 3.46  0.081
61 H 1.42 -5.59 2.22  0.083
62 H 1.59 5.21 -3.94  0.078
63 H -2.59 0.74 -3.78  0.039
64 H 2.65 -3.49 -3.07  0.110
65 H 3.87 2.43 -4.86  0.079
66 H 1.42 4.21 -5.42  0.075
67 H 0.05 3.67 -2.70  0.104
68 H -1.69 -4.53 -1.54  0.092
69 H 0.96 -2.20 5.03  0.086
70 H -3.66 -0.30 0.25  0.001
71 H -2.62 -2.47 4.46  0.097
72 H 4.60 3.03 -0.72  0.081
73 H 0.02 5.05 -4.74  0.075
74 H -0.33 2.09 6.19  0.103
75 H -3.29 -1.40 -1.10  0.024
76 H -0.30 -2.81 3.94  0.068
77 H -2.80 2.94 -0.41  0.016
78 H 0.99 -0.70 1.22  0.023
79 H -1.93 2.85 4.42  0.113
80 H 2.45 1.77 -1.08  0.096
81 H -4.35 0.01 -1.35  0.038
82 H -3.70 -1.21 3.80  0.094
83 H 1.05 2.79 2.38  0.073
84 H -0.04 4.43 0.58  0.113
85 H 1.60 5.09 0.38  0.109
86 H 2.78 2.12 0.62  0.113
87 H -2.98 -4.98 -0.40  0.085
88 H 0.82 4.50 2.78  0.074
89 H -3.45 2.25 2.76  0.089
90 H 0.72 -0.17 6.03  0.111
91 H -3.69 2.48 -1.88  0.028
92 H -1.32 -5.56 -0.13  0.090
93 H 1.90 0.56 -3.41  0.104
94 H 3.66 4.43 -0.17  0.070
95 H -1.90 -0.84 -3.33  0.016
96 H -0.42 1.47 0.40  0.012
97 H -2.34 1.93 1.42  0.053

Results
* Kohn-Sham gap (spin up / spin down): 8.20 / 7.67 eV
* relative energy (zero: lowest compared OMol25 entry of this formula, charge and spin): 0.0 kJ/mol
* spin multiplicity: 3

***

Q: Which of these has the highest relative energy (zero: lowest compared OMol25 entry of this formula, charge and spin)?
A: C19H19N2O3P

***

Q: Which value of relative energy (zero: lowest compared OMol25 entry of this formula, charge and spin) does entry 3 give?
A: 176.4 kJ/mol

***

Q: Which value of relative energy (zero: lowest compared OMol25 entry of this formula, charge and spin) does entry 3 give?
A: 176.4 kJ/mol